Entry 1:
{"formula": "C17H21N3O3", "method": "ωB97M-V with the def2-TZVPD basis set", "elements": ["C", "N", "C", "C", "C", "C", "N", "C", "C", "C", "C", "C", "C", "H", "N", "O", "O", "H", "H", "H", "O", "H", "H", "H", "C", "C", "C", "C", "C", "C", "H", "H", "H", "H", "H", "H", "H", "H", "H", "H", "H", "H", "H", "H"], "positions_angstrom": [[-2.88, 1.92, -1.89], [-2.08, 1.03, -1.07], [-1.25, 0.14, -1.76], [0.01, -0.06, -1.13], [0.67, -1.41, -1.17], [1.88, -1.36, -0.37], [2.42, -2.62, -0.22], [3.68, -2.58, 0.00], [4.37, -1.49, 0.55], [3.88, -0.31, 0.63], [2.49, 0.09, 0.12], [1.71, 1.20, -0.11], [0.59, 0.94, -0.71], [0.04, 2.14, -0.62], [2.29, 2.34, 0.37], [1.72, 3.34, 0.19], [3.23, 2.19, 1.38], [4.34, 0.53, 1.12], [5.51, -1.55, 0.98], [4.10, -3.55, 0.25], [0.08, -2.38, -1.56], [0.67, -2.97, -1.13], [-1.29, 0.46, -2.72], [-1.92, -0.90, -1.56], [-3.06, 0.72, -0.21], [-4.09, -0.41, -0.38], [-5.02, -0.96, 0.84], [-4.14, -1.23, 1.91], [-3.13, -0.47, 2.45], [-2.16, -0.13, 1.19], [-1.72, -0.89, 0.69], [-1.43, 0.58, 1.28], [-2.40, -0.85, 3.13], [-3.50, 0.35, 2.73], [-4.83, -1.68, 2.82], [-3.70, -2.13, 1.63], [-5.79, -1.47, 0.38], [-5.51, 0.15, 1.48], [-4.82, 0.06, -1.13], [-3.86, -1.22, -0.68], [-3.45, 1.36, 0.62], [-3.63, 2.73, -1.16], [-3.73, 1.36, -2.62], [-2.25, 2.31, -2.56]], "lowdin_charge": [-0.09, -0.22, -0.12, -0.18, -0.26, -0.05, 0.09, -0.16, -0.11, -0.04, 0.09, -0.23, -0.05, 0.24, -0.27, 0.13, -0.05, 0.09, 0.18, 0.11, 0.23, 0.11, 0.11, 0.20, -0.32, -0.14, -0.12, -0.40, -0.18, -0.01, 0.04, 0.05, 0.13, 0.04, 0.18, 0.10, 0.08, 0.20, 0.12, -0.02, 0.15, 0.19, 0.14, 0.02], "multiplicity": 1, "largest_force_ev_per_a": 13.77, "orbital_gap_ev": 6.89}

Entry 2:
{"formula": "C17H22AsN2O8ReS", "method": "ωB97M-V with the def2-TZVPD basis set", "elements": ["Re", "C", "C", "O", "N", "C", "C", "C", "C", "C", "C", "N", "H", "H", "H", "H", "H", "H", "H", "H", "H", "H", "O", "As", "O", "O", "C", "C", "C", "C", "C", "C", "S", "O", "O", "O", "H", "H", "H", "H", "H", "C", "C", "C", "O", "H", "H", "H", "H", "H", "H", "H"], "positions_angstrom": [[0.00, 0.71, 0.15], [-1.61, -2.93, -0.88], [-1.49, -1.91, 0.20], [-0.38, -1.35, 0.44], [-2.54, -1.57, 0.93], [-2.35, -0.79, 2.14], [-2.63, 0.68, 1.98], [-3.71, 1.26, 2.62], [-3.91, 2.63, 2.54], [-3.00, 3.38, 1.82], [-1.95, 2.75, 1.19], [-1.76, 1.41, 1.25], [-1.54, -2.41, -1.84], [-2.53, -3.51, -0.81], [-0.74, -3.59, -0.82], [-3.44, -1.98, 0.73], [-1.31, -0.91, 2.45], [-2.98, -1.20, 2.93], [-4.38, 0.63, 3.18], [-4.75, 3.09, 3.03], [-3.09, 4.46, 1.74], [-1.24, 3.31, 0.61], [2.54, -1.27, 3.17], [2.65, -0.39, 1.67], [3.79, 0.74, 1.64], [1.02, 0.30, 1.72], [2.72, -1.91, 0.45], [3.25, -3.06, 1.02], [3.49, -4.20, 0.26], [3.23, -4.20, -1.10], [2.72, -3.06, -1.69], [2.46, -1.93, -0.93], [1.78, -0.56, -1.81], [0.34, -0.75, -2.02], [2.55, -0.29, -2.97], [1.85, 0.53, -0.73], [2.87, -0.72, 3.90], [3.47, -3.08, 2.08], [3.91, -5.08, 0.74], [3.44, -5.07, -1.70], [2.53, -3.03, -2.76], [0.65, 4.10, -1.74], [0.29, 2.70, -2.16], [-0.64, 2.63, -3.35], [-0.39, 2.06, -1.05], [1.21, 4.60, -2.53], [1.27, 4.10, -0.84], [-0.25, 4.69, -1.55], [1.20, 2.13, -2.36], [-1.56, 3.20, -3.15], [-0.90, 1.60, -3.58], [-0.16, 3.06, -4.22]], "lowdin_charge": [1.77, 0.05, -0.44, -0.16, 0.13, -0.08, -0.22, 0.01, -0.01, -0.01, -0.08, -0.02, 0.10, 0.10, 0.11, 0.17, 0.13, 0.14, 0.13, 0.13, 0.12, 0.11, -0.23, 0.95, -0.40, -0.57, -0.22, -0.07, -0.04, -0.04, -0.05, -0.27, 0.54, -0.34, -0.22, -0.49, 0.07, 0.10, 0.12, 0.12, 0.13, -0.04, -0.46, -0.03, -0.38, 0.10, 0.09, 0.09, 0.11, 0.09, 0.08, 0.10], "multiplicity": 4, "s2": 3.766, "largest_force_ev_per_a": 0.49, "charge": 1, "orbital_gap_ev": [8.41, 8.14]}

Entry 3:
{"formula": "C17H22BClF5NO17P", "method": "ωB97M-V with the def2-TZVPD basis set", "elements": ["C", "C", "B", "O", "N", "P", "O", "Cl", "H", "H", "H", "H", "H", "H", "H", "C", "C", "O", "C", "O", "O", "F", "H", "H", "H", "C", "C", "O", "C", "O", "O", "F", "H", "H", "H", "C", "C", "O", "C", "O", "O", "F", "H", "H", "H", "C", "C", "O", "C", "O", "O", "F", "H", "H", "H", "C", "C", "O", "C", "O", "O", "F", "H", "H", "H"], "positions_angstrom": [[-1.80, 1.06, 0.82], [-3.44, 1.15, 0.86], [-4.21, -0.18, 0.27], [-5.67, -0.29, 0.60], [-3.61, -1.28, -0.59], [-2.98, -2.64, 0.39], [-3.19, -2.32, 2.13], [-0.85, -2.60, 0.00], [-1.36, 0.25, 0.10], [-1.44, 0.86, 1.92], [-1.41, 2.12, 0.43], [-3.85, 2.10, 0.27], [-3.73, 1.32, 2.00], [-5.85, 0.44, 1.27], [-2.44, -1.73, 2.46], [-6.29, -3.37, -0.88], [-7.57, -3.83, -1.48], [-7.16, -4.54, -2.63], [-5.93, -5.04, -2.32], [-5.37, -5.93, -2.94], [-5.40, -4.42, -1.22], [-8.32, -2.78, -1.88], [-5.92, -2.44, -1.31], [-6.36, -3.26, 0.20], [-8.16, -4.48, -0.84], [3.39, -0.58, -2.55], [3.50, -0.99, -1.13], [2.42, -0.32, -0.51], [1.48, -0.19, -1.48], [0.31, 0.09, -1.27], [2.00, -0.42, -2.72], [4.65, -0.54, -0.58], [3.89, 0.38, -2.76], [3.79, -1.33, -3.24], [3.40, -2.07, -0.96], [5.64, 4.24, 0.56], [4.36, 3.78, -0.05], [4.77, 3.07, -1.19], [6.00, 2.57, -0.88], [6.56, 1.68, -1.50], [6.53, 3.19, 0.22], [3.61, 4.84, -0.44], [6.01, 5.17, 0.13], [5.57, 4.36, 1.64], [3.77, 3.13, 0.60], [1.20, -5.79, 1.26], [2.02, -5.26, 0.13], [3.21, -6.01, 0.20], [2.84, -7.21, 0.74], [3.53, -8.21, 0.71], [1.60, -7.14, 1.31], [2.32, -3.96, 0.32], [1.43, -5.30, 2.21], [0.13, -5.71, 1.07], [1.56, -5.39, -0.86], [0.78, 7.86, 0.71], [1.83, 6.82, 0.89], [1.77, 6.52, 2.26], [0.47, 6.75, 2.62], [-0.04, 6.34, 3.65], [-0.19, 7.48, 1.67], [3.06, 7.33, 0.62], [1.14, 8.87, 0.94], [0.35, 7.86, -0.29], [1.66, 5.91, 0.30]], "lowdin_charge": [-0.16, -0.20, -0.68, -0.05, -0.22, 0.53, -0.45, 0.06, 0.02, 0.07, 0.07, 0.10, 0.10, 0.08, 0.03, -0.11, -0.34, 0.13, -0.51, 0.12, 0.04, 0.07, 0.13, 0.14, 0.17, -0.08, -0.33, 0.13, -0.51, 0.10, 0.08, 0.07, 0.14, 0.14, 0.16, -0.07, -0.32, 0.14, -0.50, 0.14, 0.08, 0.07, 0.15, 0.15, 0.19, -0.08, -0.34, 0.13, -0.51, 0.13, 0.07, 0.05, 0.15, 0.14, 0.18, -0.08, -0.35, 0.14, -0.50, 0.15, 0.08, 0.07, 0.15, 0.15, 0.17], "multiplicity": 1, "largest_force_ev_per_a": 4.88, "charge": -1, "orbital_gap_ev": 5.67}

Entry 4:
{"formula": "C17H22Br2MnN3O9P2", "method": "ωB97M-V with the def2-TZVPD basis set", "elements": ["Mn", "Br", "C", "C", "C", "N", "C", "C", "C", "C", "C", "Br", "C", "C", "N", "H", "H", "H", "H", "H", "H", "C", "C", "O", "P", "O", "O", "O", "P", "O", "O", "O", "H", "H", "H", "H", "H", "H", "H", "O", "C", "O", "C", "N", "C", "C", "C", "H", "H", "H", "H", "H", "H", "H", "H", "H"], "positions_angstrom": [[-0.68, -0.29, 0.04], [-1.08, 4.69, -4.37], [-0.94, 3.26, -3.17], [0.01, 2.27, -3.36], [0.08, 1.24, -2.44], [-0.73, 1.17, -1.38], [-1.67, 2.11, -1.22], [-1.80, 3.18, -2.09], [-2.57, 1.86, -0.07], [-3.58, 2.71, 0.33], [-4.38, 2.34, 1.40], [-5.76, 3.47, 1.97], [-4.15, 1.13, 2.04], [-3.11, 0.34, 1.59], [-2.34, 0.69, 0.56], [0.68, 2.29, -4.21], [0.79, 0.44, -2.55], [-2.56, 3.93, -1.95], [-3.76, 3.65, -0.18], [-4.75, 0.82, 2.88], [-2.86, -0.60, 2.06], [-2.06, -4.21, 0.24], [-0.65, -3.84, -0.22], [0.15, -4.98, -0.52], [-0.70, -2.86, -1.76], [0.76, -2.84, -2.33], [-1.55, -3.59, -2.85], [-1.30, -1.52, -1.46], [0.21, -2.71, 0.95], [0.66, -3.75, 2.07], [1.33, -2.05, 0.20], [-0.78, -1.70, 1.50], [-2.52, -4.88, -0.48], [-2.68, -3.32, 0.36], [-2.00, -4.72, 1.21], [0.29, -5.48, 0.30], [1.38, -2.64, -1.59], [-1.11, -4.34, -3.28], [0.67, -3.39, 2.97], [1.50, 1.78, 2.97], [1.43, 1.09, 1.86], [0.36, 0.92, 1.30], [2.75, 0.50, 1.39], [3.83, 1.10, 2.18], [4.38, 2.19, 1.36], [4.25, 1.74, -0.10], [3.04, 0.79, -0.10], [2.67, -0.58, 1.56], [4.55, 0.42, 2.40], [2.46, 1.76, 3.21], [5.40, 2.41, 1.66], [3.78, 3.09, 1.53], [5.15, 1.21, -0.42], [4.11, 2.58, -0.77], [3.25, -0.14, -0.62], [2.17, 1.24, -0.58]], "lowdin_charge": [0.66, 0.83, -0.67, -0.07, -0.08, 0.03, -0.16, -0.03, -0.16, -0.03, -0.67, 0.83, -0.07, -0.06, 0.05, 0.12, 0.13, 0.11, 0.11, 0.12, 0.12, -0.05, -0.59, -0.04, 0.49, -0.09, -0.05, -0.28, 0.36, -0.09, -0.30, -0.32, 0.09, 0.08, 0.09, 0.10, 0.07, 0.12, 0.10, 0.17, -0.43, 0.03, -0.23, -0.03, -0.17, -0.14, -0.11, 0.15, 0.13, 0.12, 0.12, 0.12, 0.11, 0.11, 0.11, 0.09], "multiplicity": 2, "s2": 0.908, "largest_force_ev_per_a": 0.32, "charge": 1, "orbital_gap_ev": [8.30, 7.71]}

Entry 5:
{"formula": "C17H22Br3Cl3O15", "method": "ωB97M-V with the def2-TZVPD basis set", "elements": ["C", "Br", "Br", "Br", "H", "C", "Cl", "Cl", "Cl", "H", "C", "C", "O", "C", "O", "O", "H", "H", "H", "H", "C", "C", "O", "C", "O", "O", "H", "H", "H", "H", "C", "C", "O", "C", "O", "O", "H", "H", "H", "H", "C", "C", "O", "C", "O", "O", "H", "H", "H", "H", "C", "C", "O", "C", "O", "O", "H", "H", "H", "H"], "positions_angstrom": [[-18.08, -11.25, 22.90], [-17.33, -12.67, 21.71], [-17.17, -11.11, 24.66], [-20.01, -11.58, 23.19], [-18.03, -10.25, 22.47], [-15.09, -8.49, 22.87], [-15.28, -9.65, 21.53], [-15.40, -6.85, 22.29], [-13.57, -8.64, 23.71], [-15.91, -8.60, 23.58], [-16.87, -16.86, 20.08], [-18.18, -16.40, 20.73], [-19.06, -16.32, 19.65], [-18.40, -16.33, 18.49], [-19.01, -16.29, 17.35], [-17.05, -16.52, 18.72], [-16.65, -17.91, 20.27], [-16.19, -16.16, 20.57], [-18.17, -15.46, 21.27], [-18.46, -17.23, 21.37], [-22.39, -13.14, 20.42], [-21.45, -13.66, 19.36], [-21.79, -13.03, 18.14], [-22.90, -12.45, 18.28], [-23.42, -11.79, 17.44], [-23.23, -12.35, 19.62], [-21.91, -12.52, 21.18], [-23.00, -13.96, 20.81], [-21.61, -14.71, 19.11], [-20.41, -13.43, 19.59], [-18.40, -7.27, 20.23], [-18.05, -7.62, 18.84], [-19.15, -8.39, 18.47], [-19.53, -9.06, 19.56], [-20.29, -10.06, 19.56], [-19.03, -8.41, 20.68], [-18.98, -6.35, 20.23], [-17.38, -7.11, 20.60], [-17.01, -7.94, 18.78], [-18.09, -6.76, 18.17], [-18.49, -14.03, 25.23], [-17.88, -15.36, 24.58], [-19.08, -16.11, 24.31], [-20.04, -15.70, 25.17], [-21.13, -16.17, 25.36], [-19.71, -14.50, 25.68], [-18.71, -13.40, 24.37], [-17.80, -13.66, 25.99], [-17.08, -15.82, 25.15], [-17.55, -15.18, 23.56], [-22.99, -8.11, 20.96], [-22.48, -9.24, 21.83], [-22.92, -8.75, 23.17], [-24.09, -8.07, 22.90], [-25.01, -7.87, 23.70], [-24.18, -7.79, 21.64], [-23.15, -8.57, 19.98], [-22.30, -7.26, 21.01], [-21.40, -9.35, 21.77], [-22.85, -10.20, 21.47]], "lowdin_charge": [-1.52, 0.33, 0.42, 0.54, -0.09, -1.56, 0.52, 0.53, 0.56, -0.03, -0.12, -0.15, 0.06, -0.45, 0.05, 0.06, 0.13, 0.13, 0.07, 0.13, -0.13, -0.09, 0.12, -0.64, 0.15, 0.03, 0.07, 0.13, 0.13, 0.13, -0.19, -0.16, 0.09, -0.46, 0.11, 0.06, 0.14, 0.07, 0.14, 0.14, -0.20, -0.09, 0.04, -0.56, 0.13, 0.05, -0.01, 0.10, 0.12, 0.08, -0.12, -0.12, 0.06, -0.57, 0.10, 0.08, 0.14, 0.13, 0.07, 0.12], "multiplicity": 2, "s2": 0.754, "largest_force_ev_per_a": 6.59, "charge": -1, "orbital_gap_ev": [4.12, 8.62]}

Entry 6:
{"formula": "C17H22CrN4O9P2S", "method": "ωB97M-V with the def2-TZVPD basis set", "elements": ["Cr", "C", "C", "N", "N", "C", "N", "S", "C", "C", "C", "C", "C", "N", "H", "H", "H", "H", "H", "H", "H", "H", "H", "H", "C", "C", "O", "P", "O", "O", "O", "P", "O", "O", "O", "H", "H", "H", "H", "H", "H", "H", "O", "C", "O", "C", "C", "C", "C", "C", "C", "H", "H", "H", "H", "H"], "positions_angstrom": [[-0.35, 0.48, 0.19], [3.90, 0.75, -0.21], [2.45, 0.37, -0.26], [1.57, 0.69, 0.70], [1.89, 1.52, 1.73], [0.94, 2.00, 2.53], [1.36, 2.77, 3.58], [-0.69, 1.61, 2.33], [1.90, -0.36, -1.34], [2.65, -0.95, -2.38], [2.01, -1.63, -3.37], [0.61, -1.74, -3.36], [-0.07, -1.13, -2.33], [0.53, -0.47, -1.34], [4.06, 1.69, 0.32], [4.28, 0.90, -1.22], [4.51, -0.02, 0.28], [2.86, 1.74, 1.91], [2.15, 3.37, 3.43], [0.60, 3.21, 4.07], [3.73, -0.87, -2.37], [2.58, -2.09, -4.17], [0.08, -2.26, -4.14], [-1.15, -1.14, -2.29], [-4.22, -2.82, 1.41], [-3.03, -2.10, 0.78], [-2.57, -2.75, -0.41], [-1.55, -2.08, 1.86], [-1.94, -1.56, 3.27], [-1.16, -3.58, 2.18], [-0.42, -1.38, 1.17], [-3.34, -0.29, 0.55], [-4.74, -0.34, -0.24], [-3.45, 0.32, 1.91], [-2.28, 0.23, -0.40], [-3.89, -3.74, 1.89], [-4.94, -3.06, 0.63], [-4.70, -2.17, 2.14], [-2.80, -2.21, -1.17], [-2.50, -0.74, 3.17], [-0.80, -4.02, 1.40], [-5.02, 0.55, -0.52], [-0.83, 1.96, -2.66], [-0.67, 2.67, -1.67], [-0.21, 2.25, -0.52], [-1.00, 4.13, -1.70], [-1.28, 4.80, -0.51], [-1.64, 6.14, -0.53], [-1.69, 6.82, -1.73], [-1.39, 6.17, -2.92], [-1.05, 4.82, -2.90], [-1.22, 4.25, 0.42], [-1.88, 6.65, 0.40], [-1.97, 7.87, -1.75], [-1.42, 6.71, -3.85], [-0.83, 4.28, -3.82]], "lowdin_charge": [0.72, -0.02, -0.26, -0.09, 0.02, -0.76, 0.09, 0.82, -0.21, -0.02, -0.07, -0.06, -0.11, 0.00, 0.07, 0.08, 0.09, 0.15, 0.10, 0.09, 0.10, 0.11, 0.10, 0.11, -0.05, -0.58, -0.05, 0.49, -0.10, -0.07, -0.32, 0.33, -0.10, -0.32, -0.34, 0.08, 0.09, 0.09, 0.08, 0.07, 0.11, 0.10, 0.07, -0.55, -0.19, -0.13, -0.02, -0.08, -0.10, -0.09, -0.02, 0.10, 0.10, 0.10, 0.10, 0.12], "multiplicity": 5, "s2": 6.036, "largest_force_ev_per_a": 0.58, "orbital_gap_ev": [5.95, 8.28]}